DFT (wB97M-V/def2-TZVPD) results for a 2-piece molecular cluster, C37H37N4 overall.

Properties
- DFT total energy: -44922.7917 eV
- Kohn-Sham gap: 5.81 eV
- Highest occupied orbital energy: -10.07 eV
- Total charge: +1

CARTESIAN COORDINATES (ANGSTROEM)
C  4.59  -3.51  -3.37
C  3.82  -4.64  -3.07
C  2.44  -4.51  -2.88
C  1.84  -3.25  -2.97
C  0.36  -3.12  -2.76
N  -0.16  -2.14  -2.08
C  -1.58  -1.87  -2.23
C  -2.44  -3.11  -2.39
C  -1.85  -4.16  -3.32
N  -0.39  -4.10  -3.32
C  2.60  -2.13  -3.31
C  3.99  -2.25  -3.49
H  5.67  -3.61  -3.52
H  4.28  -5.63  -2.99
H  1.83  -5.39  -2.66
H  -1.86  -1.33  -1.32
H  -1.75  -1.21  -3.10
H  -2.60  -3.56  -1.40
H  -3.41  -2.80  -2.79
H  -2.15  -5.16  -2.98
H  -2.22  -4.02  -4.34
H  0.10  -4.79  -3.87
H  2.11  -1.17  -3.48
H  4.58  -1.37  -3.74
C  -0.50  0.48  6.72
N  -1.24  -0.40  5.83
C  -2.61  -0.57  6.15
C  -3.34  0.51  6.68
C  -4.73  0.43  6.78
C  -5.39  -0.77  6.47
C  -4.65  -1.90  6.11
C  -3.26  -1.81  5.98
C  -0.71  -0.69  4.58
C  -1.40  -1.48  3.63
C  -0.96  -1.58  2.32
C  0.14  -0.80  1.86
C  0.41  -0.69  0.47
C  0.90  0.48  -0.16
C  1.17  0.45  -1.55
C  1.66  1.53  -2.25
C  1.87  2.76  -1.60
N  2.26  3.92  -2.29
C  3.06  4.88  -1.54
C  1.50  4.42  -3.36
C  1.07  5.76  -3.33
C  0.00  6.15  -4.14
C  -0.55  5.26  -5.07
C  0.02  3.99  -5.23
C  1.07  3.59  -4.41
C  1.65  2.82  -0.20
C  1.11  1.75  0.49
C  0.92  -0.14  2.86
C  0.52  -0.11  4.18
H  0.55  0.20  6.73
H  -0.60  1.54  6.42
H  -0.90  0.37  7.73
H  -2.82  1.44  6.94
H  -5.29  1.31  7.09
H  -6.48  -0.82  6.51
H  -5.14  -2.85  5.91
H  -2.67  -2.69  5.71
H  -2.31  -2.00  3.90
H  -1.51  -2.19  1.60
H  0.19  -1.54  -0.17
H  0.95  -0.49  -2.05
H  1.88  1.42  -3.31
H  3.52  5.59  -2.23
H  2.46  5.42  -0.81
H  3.86  4.34  -1.02
H  1.51  6.47  -2.62
H  -0.41  7.16  -4.04
H  -1.41  5.55  -5.67
H  -0.36  3.30  -5.98
H  1.56  2.63  -4.58
H  1.84  3.75  0.34
H  0.84  1.87  1.53
H  1.84  0.36  2.56
H  1.14  0.44  4.90